51
Properties=species:S:1:pos:R:3:mulliken_charge:R:1 method="wB97M-V/def2-TZVPD" e_homo_ev=-14.658 total_charge=+2 molar_mass_g_mol=395.8 e_tot_ha=-2288.1803
C 0.263 0.829 -6.750 1.0893
C 1.644 1.388 -7.119 -1.3826
C 0.038 -0.517 -7.452 -1.3908
C -0.831 1.824 -7.164 -1.3776
Cl 0.189 0.582 -4.981 -0.2082
H 0.079 -0.400 -8.540 0.3513
H -0.941 -0.934 -7.198 0.3719
H 0.807 -1.242 -7.166 0.3696
H 1.722 1.550 -8.200 0.3506
H 2.439 0.695 -6.828 0.3676
H 1.825 2.348 -6.626 0.3711
H -0.811 1.995 -8.246 0.3510
H -0.691 2.791 -6.671 0.3695
H -1.825 1.446 -6.906 0.3688
C 1.594 -1.233 1.217 -0.3622
C 0.860 -2.099 0.325 -0.7195
C 1.170 -1.714 -1.016 -0.3181
H 0.399 -3.017 0.649 0.6046
C 2.062 -0.616 -0.973 -0.6097
C 2.327 -0.307 0.384 -0.4248
H 3.095 0.375 0.705 0.6152
H 1.696 -1.381 2.278 0.5685
H 0.976 -2.309 -1.899 0.5914
H 2.596 -0.158 -1.792 0.5789
C -2.017 1.109 0.592 -0.3006
C -1.920 -0.115 1.364 -0.2238
C -1.911 -1.205 0.424 -0.7186
H -1.992 -0.223 2.432 0.4767
C -2.038 -0.653 -0.888 -0.4237
C -2.092 0.760 -0.782 -0.6816
H -2.318 1.477 -1.557 0.5694
H -2.196 2.092 0.993 0.6570
H -2.048 -2.227 0.731 0.5983
H -2.308 -1.215 -1.773 0.5770
Ti 0.010 0.016 0.471 0.6823
C 3.435 2.787 4.140 -0.8215
N 2.139 2.812 3.477 0.0732
C 1.276 3.848 3.677 0.0072
C -0.026 3.651 3.319 -1.2142
C -0.310 2.348 2.841 0.6577
N 0.534 1.546 2.164 0.4172
C 1.812 1.646 2.779 -0.0887
O 2.624 0.719 2.862 -0.5958
N -1.522 1.880 3.259 -0.3654
H 3.494 1.910 4.794 0.3297
H 3.493 3.715 4.709 0.2986
H 4.249 2.710 3.409 0.2905
H 1.709 4.680 4.234 0.4061
H -0.837 4.320 3.625 0.3587
H -2.189 2.586 3.559 0.2058
H -1.525 1.086 3.894 0.3027

---

53
Properties=species:S:1:pos:R:3:mulliken_charge:R:1 method="wB97M-V/def2-TZVPD" e_homo_ev=-8.030 molar_mass_g_mol=391.9 de_lowest_kj_mol=0.0 e_tot_ha=-1624.0941
O 2.470 -4.420 0.386 -0.6705
O 3.294 -1.696 -4.376 -0.6856
Cl -2.634 4.777 2.878 -0.1964
N -1.293 1.246 1.449 -0.5475
C 2.241 -4.155 -0.781 0.7583
C 3.265 -2.197 -3.259 0.2509
C -2.103 2.235 1.854 -0.1341
C 2.253 0.450 1.292 -0.5436
C 2.822 1.606 1.838 -0.6924
C -1.606 3.432 2.418 0.2909
C 0.861 0.350 1.174 -0.0976
C 2.004 2.656 2.267 -0.7487
C -0.229 3.584 2.568 -0.7805
C 0.030 1.391 1.596 -0.4057
C 0.609 2.553 2.151 1.2903
N 4.389 -2.607 -2.647 -0.1026
N -6.249 2.127 1.022 -0.3712
N -3.467 2.030 1.641 0.4594
N 2.068 -2.887 -1.149 -0.0341
C 2.177 -5.266 -1.810 -1.1543
C 5.725 -2.548 -3.238 -0.9566
C -5.253 2.078 -0.073 -0.8028
C -5.735 2.813 2.230 -0.6542
C -3.943 1.406 0.386 -0.5358
C -4.454 2.125 2.740 -0.7071
C 1.141 -1.039 -2.416 -1.6652
C 1.918 -2.360 -2.511 0.6517
H 2.892 -0.366 0.967 0.3777
H 3.901 1.687 1.931 0.3911
H 0.396 -0.537 0.758 0.5792
H 2.457 3.549 2.689 0.3759
H 0.171 4.502 2.990 0.4452
H 4.301 -2.989 -1.718 0.2656
H -6.556 1.184 1.258 0.2962
H 2.066 -2.221 -0.394 -0.0138
H 1.176 -5.306 -2.237 0.3201
H 2.391 -6.212 -1.315 0.3187
H 2.910 -5.098 -2.595 0.3152
H 5.727 -3.065 -4.200 0.3035
H 6.012 -1.507 -3.403 0.2925
H 6.453 -3.022 -2.578 0.3499
H -5.665 1.532 -0.928 0.3757
H -5.030 3.098 -0.404 0.3018
H -5.514 3.859 1.993 0.2723
H -6.496 2.801 3.017 0.3609
H -3.197 1.510 -0.409 0.3793
H -4.109 0.336 0.551 0.2733
H -4.059 2.674 3.598 0.4763
H -4.698 1.116 3.089 0.2676
H 1.719 -0.302 -1.857 0.3942
H 0.182 -1.201 -1.921 0.4275
H 0.957 -0.650 -3.419 0.4052
H 1.314 -3.054 -3.096 0.2340

---

60
Properties=species:S:1:pos:R:3:mulliken_charge:R:1 method="wB97M-V/def2-TZVPD" e_homo_ev="-9.993 / -12.102" multiplicity=5 total_charge=+1 molar_mass_g_mol=757.3 s_squared=6.015 e_tot_ha=-4328.0783
Ir -0.366 -0.383 -1.022 1.4502
N -1.109 -1.787 -2.320 -0.7729
C -0.422 -3.058 -2.418 -0.6614
C 0.184 -3.350 -1.029 -0.6175
N 0.649 -2.086 -0.497 -0.8452
H -2.181 -1.877 -2.047 0.3889
H -1.288 -1.174 -3.341 0.3980
H 0.383 -2.970 -3.156 0.3495
H -1.095 -3.858 -2.738 0.3775
H 0.992 -4.085 -1.091 0.4400
H -0.594 -3.748 -0.369 0.3095
H 1.709 -1.862 -0.737 0.3680
H 0.767 -1.998 0.699 0.1698
C -1.015 0.509 2.290 -0.2521
S -2.144 0.432 0.929 0.7429
O -3.450 0.460 1.583 -0.6424
O -1.812 1.629 0.158 -0.4591
O -1.799 -0.834 0.286 -0.8068
H -1.193 1.434 2.844 0.5314
H 0.006 0.495 1.903 -1.7915
H -1.183 -0.354 2.937 0.4521
C -3.413 2.026 -2.202 -1.9200
C -2.643 0.987 -3.043 0.6985
O -1.726 0.436 -2.229 -0.3485
C -3.636 -0.030 -3.627 0.5188
F -4.596 0.579 -4.376 -0.2430
F -3.066 -0.961 -4.430 -0.2351
F -4.317 -0.709 -2.663 -0.2799
C -2.034 1.680 -4.273 0.7915
F -2.987 2.297 -5.024 -0.2411
F -1.157 2.665 -3.936 -0.2605
F -1.376 0.842 -5.110 -0.2416
H -3.919 1.566 -1.342 0.4178
H -4.186 2.525 -2.799 0.4591
H -2.752 2.812 -1.813 0.4186
Ge 1.246 0.097 0.909 2.7747
C 2.012 -1.248 2.054 -0.0422
C 2.887 -2.201 1.516 0.0662
C 3.449 -3.181 2.341 -0.8213
C 3.136 -3.213 3.703 -0.4949
C 2.262 -2.265 4.242 -0.7906
C 1.699 -1.283 3.419 -0.0845
C 1.798 1.856 1.461 0.2220
C 1.449 2.348 2.726 0.1138
C 1.856 3.628 3.117 -0.8049
C 2.611 4.419 2.247 -0.4811
C 2.959 3.932 0.983 -0.6950
C 2.553 2.653 0.590 -0.4282
H 1.750 -0.144 -0.537 -0.2036
H 3.135 -2.183 0.463 0.4572
H 4.126 -3.916 1.924 0.4221
H 3.571 -3.972 4.341 0.4206
H 2.019 -2.291 5.296 0.4344
H 1.021 -0.558 3.846 0.1684
H 0.863 1.747 3.407 0.1526
H 1.585 4.006 4.095 0.4157
H 2.925 5.410 2.550 0.4094
H 3.543 4.545 0.309 0.4148
H 2.828 2.283 -0.390 0.3662
H -0.513 1.285 -0.607 0.3446